Arrangement A

The following is a quantum chemistry calculation of a cluster of 9 separate species, C36H63N9 in total, from OMol25.

E_LUMO: 0.009 Ha
2S+1: 1
Total charge: 0
Structure (SMILES): CCCC#N.CCCC#N.CCCC#N.CCCC#N.CCCC#N.CCCC#N.CCCC#N.CCCC#N.CCCC#N

Atoms and positions in Å:
1 C -4.66123 13.50251 2.20751
2 H 1.80964 20.53761 3.76767
3 H 1.46267 3.90093 9.99373
4 H -3.72019 6.55023 -0.95133
5 C -3.22134 15.11167 3.57688
6 C 9.84841 7.48250 7.39597
7 C 7.88295 2.77410 0.13441
8 H 7.00901 3.07410 0.71262
9 H -2.97109 15.30328 5.73311
10 C 5.22093 3.28865 9.09978
11 C -4.51382 6.06388 -0.38413
12 H 0.91468 10.34775 5.55040
13 C 1.73257 2.10278 3.59445
14 C -5.88302 6.24648 -1.12519
15 H -4.11341 15.73713 3.54373
16 N 0.89353 -0.66116 6.31266
17 C 3.02731 11.50269 4.04559
18 H 3.41870 9.06285 6.81777
19 N 9.98729 9.98961 -3.40440
20 C 2.49106 4.25803 10.04824
21 C -6.98780 5.69913 -0.22575
22 C -3.75400 13.69240 3.30025
23 H 3.07255 19.56792 4.53147
24 H 2.54964 -1.34584 3.81303
25 H 1.35320 8.71191 5.26292
26 N -5.37800 13.33484 1.31342
27 H 8.21108 12.54690 -4.24667
28 H -6.05065 7.30048 -1.34672
29 H 0.95310 0.31160 2.76240
30 C 9.12610 10.64949 -3.82995
31 H 3.16197 10.77890 6.76485
32 H 2.91447 4.52309 9.07944
33 H 8.56277 5.03855 -1.90830
34 H 7.57471 2.34621 -0.81954
35 H 8.03696 8.18930 5.67413
36 H -7.96568 5.74607 -0.70493
37 N 3.39183 12.59967 4.08766
38 H 10.97158 7.56343 5.70758
39 H 6.48419 10.11193 -3.91996
40 N -4.29831 7.12675 2.05315
41 C 8.02299 11.47683 -4.33431
42 H 5.68426 11.16808 -1.81771
43 C 8.40539 5.08495 -0.83072
44 H 8.02413 11.30223 -5.41023
45 H 1.93905 9.93272 3.17760
46 C 1.57322 -0.55735 5.40174
47 H 3.46749 -0.05200 4.56431
48 C 9.45311 9.78759 5.34178
49 C 7.02486 5.46228 -0.52320
50 H 3.26578 3.27211 11.86576
51 H 2.50718 5.18001 10.62944
52 H -1.46908 14.70475 4.77921
53 H 8.86961 8.06165 4.13908
54 H -5.79669 5.71600 -2.07347
55 H 4.73473 21.55080 4.07883
56 H 9.70126 6.35041 5.77712
57 N 9.84260 7.54586 8.54565
58 H 4.18077 19.41205 2.44779
59 H 1.55418 2.75487 2.73943
60 C 2.64878 9.82135 6.67637
61 H -7.01009 6.32974 0.66303
62 H -4.36639 13.33898 4.12981
63 H -2.68193 15.46871 2.69958
64 C 9.00605 8.31329 5.19081
65 H 2.60765 2.51486 4.09696
66 H 3.39603 22.41143 3.33190
67 H -4.32986 4.99314 -0.29598
68 H 9.46633 4.14267 0.85794
69 H 5.90376 11.72065 -4.16105
70 H 3.42110 9.43500 4.02443
71 H 7.46862 10.83908 -1.71119
72 C 2.55221 10.09190 4.06462
73 C 8.94785 3.88227 -0.06481
74 H -2.87296 13.07798 3.11494
75 H 8.85517 10.49516 4.76741
76 H 9.76419 3.53343 -0.69727
77 C 1.77959 9.70927 5.37045
78 H 10.46267 9.85459 4.93630
79 H 3.24221 2.19379 10.45754
80 C -2.35837 15.33281 4.83211
81 N 5.96008 5.74999 -0.27381
82 C 2.92588 20.62959 1.28527
83 H -6.85511 4.66163 0.08101
84 H 2.47285 18.80381 2.26392
85 H 8.39580 1.95014 0.63058
86 H 3.32481 22.06097 5.01661
87 C 3.64880 21.64369 4.06319
88 C 1.90789 0.62236 3.18658
89 C 2.46889 -0.34711 4.24212
90 H 5.25584 4.42102 10.86842
91 H 1.97401 9.65037 7.51514
92 N 2.84272 21.36166 0.43854
93 C 3.41389 3.21846 10.78721
94 C 6.67844 11.42000 -2.18685
95 H 2.60310 0.65299 2.34763
96 H 9.39821 10.08914 6.38779
97 H 0.86811 2.27537 4.23555
98 C 9.92558 7.40005 5.96697
99 H 5.39482 2.63766 11.06243
100 C 6.69614 11.15242 -3.67388
101 H -1.93813 16.33847 4.81954
102 C 4.90445 3.44849 10.52373
103 N 5.41451 3.23576 7.94807
104 C 2.88376 20.35543 3.80188
105 H 6.83108 12.47842 -1.97583
106 C -4.39168 6.66151 1.00219
107 C 3.12209 19.66792 2.40496
108 H 9.01203 5.96627 -0.62249


Arrangement B

The following is a quantum chemistry calculation of a cluster of 9 separate species, C36H63N9 in total, from OMol25.

E_LUMO: 0.003 Ha
2S+1: 1
Total charge: 0
Structure (SMILES): CCCC#N.CCCC#N.CCCC#N.CCCC#N.CCCC#N.CCCC#N.CCCC#N.CCCC#N.CCCC#N

Atoms and positions in Å:
1 C -6.24325 -4.54790 -3.07043
2 H -5.07251 0.99584 -5.58454
3 H 1.98353 0.34552 4.87609
4 C 2.81892 5.24283 1.73767
5 C 0.91125 0.12598 6.72193
6 N 2.45096 -4.14172 -2.20892
7 C 5.46179 2.04583 3.00888
8 H -4.35559 -3.90324 0.38211
9 C -4.50201 4.03586 -4.04734
10 H 1.01081 -1.11281 -1.13234
11 H 4.30391 4.99219 3.31066
12 H -4.52198 0.53492 2.19981
13 C 1.66408 4.27191 2.15000
14 C 1.44322 -0.53291 0.83732
15 C -0.53231 -5.43079 -0.33331
16 H -5.34905 -5.31718 -0.06919
17 C -0.38359 -0.18957 -6.20928
18 H -1.36775 -5.17082 0.31673
19 H 6.12598 1.75859 3.82401
20 C -4.91983 -5.17638 -2.77730
21 C -2.16619 -0.41923 0.15383
22 H -0.21215 0.28507 -2.10057
23 N -0.69893 0.67241 -6.88548
24 H 2.02248 3.36782 2.64220
25 H 5.57164 2.84354 0.91566
26 C 0.93499 0.40451 5.16795
27 H -0.94782 -1.83481 -5.07354
28 N 2.01215 3.72110 5.31168
29 H -3.82693 0.86175 -6.63709
30 N -7.28234 -4.09183 -3.24358
31 C -3.72209 -0.00151 2.71024
32 C -4.25053 1.60459 -5.96118
33 H 3.59325 1.20665 2.24876
34 H -3.74243 -3.51053 -1.89663
35 H -1.47513 0.24311 2.74426
36 H 3.93450 -0.81601 -0.27633
37 H 1.50151 -0.16126 -4.03306
38 C -4.14127 -4.49220 -1.64100
39 H -0.54969 1.11546 -3.61970
40 H 3.25951 1.65273 -0.11965
41 N -2.26148 -1.47095 -0.37800
42 C -4.94526 -4.36397 -0.41043
43 H 4.95239 0.09566 2.27361
44 H 4.14978 0.51543 3.79059
45 H -5.86461 -3.83869 -0.66924
46 H -1.54619 -0.31631 -3.09223
47 H 0.71800 -1.49881 -3.27115
48 H -2.82674 1.03500 -4.43022
49 H 0.05329 0.62048 7.17744
50 H 0.95929 -5.40606 1.35435
51 H 6.79097 3.32552 1.94911
52 N 1.23508 -0.06157 1.89271
53 H -2.92719 1.52467 0.56057
54 N 7.91850 0.57157 1.13817
55 C 1.33515 2.89682 5.09205
56 C 1.83291 -1.08489 -0.41716
57 H -1.15142 1.29823 0.70779
58 H 2.43104 6.12565 1.22946
59 H 0.14414 1.83461 3.69963
60 H -4.68842 2.11240 -3.35959
61 C 3.18069 1.08723 -1.04815
62 H 3.37294 -0.95041 -1.85958
63 H 0.93919 -0.92952 6.99255
64 H 1.42350 -6.51776 0.14585
65 H 4.85647 2.79877 3.51362
66 C -0.55893 0.14457 -3.12433
67 H -0.69273 -3.93608 -1.87097
68 H -5.16954 -6.21945 -2.58298
69 H 1.73451 0.61375 7.24386
70 N -5.00796 5.05287 -4.23621
71 H 0.10480 -6.91198 1.26427
72 H 4.10222 1.25075 -1.60686
73 H -0.90679 -6.29096 -0.88827
74 H -3.96393 0.15020 3.76219
75 H 4.33362 6.45927 2.74611
76 H 0.37990 -0.32977 4.58416
77 H -3.10345 2.89328 -2.93570
78 C 0.52372 -0.61993 -3.88590
79 N 0.25857 3.49124 0.14868
80 C -3.84938 2.71356 -3.70990
81 H -4.69314 2.47996 -6.43651
82 C -2.13116 0.85527 0.88667
83 H 2.35331 1.52646 -1.60548
84 C 0.05133 -4.19057 -1.11618
85 C 7.13065 1.38654 1.35816
86 H 1.02125 4.83053 2.83030
87 H -4.37027 -5.11945 -3.71690
88 H 0.75350 -1.81029 -5.59325
89 H -3.76515 -1.02694 2.34318
90 C -2.37957 0.76250 2.42751
91 H -0.00314 -3.36584 -0.40558
92 H -2.35291 1.71770 2.95191
93 C -0.05587 -1.21570 -5.16961
94 H -3.24910 -5.05592 -1.36831
95 C 1.41226 -4.19084 -1.71936
96 H 1.98649 -2.14778 -0.23067
97 H 2.94800 6.16902 3.69610
98 C 0.54052 -6.12437 0.64953
99 H 3.49022 4.67584 1.09271
100 C 3.57025 5.70367 2.93167
101 C 6.21806 2.43454 1.69217
102 H -2.37841 2.41467 -5.31401
103 H -0.63586 1.91258 5.15398
104 C -3.25053 1.94112 -4.86316
105 C 4.46857 0.90320 2.82306
106 C 0.37882 1.83202 4.76407
107 C 3.13182 -0.45476 -0.91921
108 C 0.80260 3.81537 1.02822


Relative energies in hartree: arrangement A 0.0000; arrangement B 0.0212


Arrangement A

The following is a quantum chemistry calculation of a cluster of 4 separate species, CH9O3S in total, from OMol25.

E_LUMO: 0.135 Ha
2S+1: 1
Total charge: -1

Atoms and positions in Å:
1 H -0.66091 1.03743 -1.60252
2 O 1.50769 1.57126 -2.43039
3 O 2.00631 -0.30330 -0.43229
4 S -0.78987 -1.41994 1.02847
5 H 0.01198 0.27815 2.35904
6 H 1.85734 1.36497 -3.32391
7 H 1.63186 0.57813 -2.04280
8 H -1.11589 -0.60896 3.52078
9 H 1.18399 -0.59162 0.25709
10 C -1.03251 -0.20568 2.38782
11 H -1.77179 0.60197 2.10559
12 H 2.73999 -0.49529 0.23369
13 H -1.59008 0.64702 -0.43719
14 O -1.44569 1.37471 -1.11884


Arrangement B

The following is a quantum chemistry calculation of a cluster of 4 separate species, CH9O3S in total, from OMol25.

E_LUMO: 0.138 Ha
2S+1: 1
Total charge: -1

Atoms and positions in Å:
1 H -2.86058 0.44592 2.57331
2 H -0.04742 -0.71467 -2.12898
3 S -0.24342 -0.24197 0.26572
4 H -1.53803 -1.46424 -1.50387
5 H -2.08337 0.04617 3.76597
6 C -0.50499 -1.19791 -1.25867
7 H 0.03021 1.82065 -1.51777
8 O -2.98117 -0.01286 3.41657
9 H 2.13283 -0.51636 0.34590
10 O 0.47149 2.44673 -2.12050
11 H 0.01046 -2.16919 -1.24918
12 H 1.15395 2.78029 -1.52744
13 O 2.96808 -1.00142 0.58925
14 H 3.49196 -0.22113 0.34969


Relative energies in hartree: arrangement A 0.0267; arrangement B 0.0000


Arrangement A

The following is a quantum chemistry calculation of a cluster of 3 separate species, C4H15NO2 in total, from OMol25.

E_LUMO: 0.022 Ha
2S+1: 1
Total charge: 0
Structure (SMILES): CC(C)CN.O.O

Atoms and positions in Å:
1 O -4.38672 3.88053 -1.35693
2 H -0.04062 -1.67235 -0.69413
3 H 1.37486 -0.00498 -0.22704
4 H 3.37732 -1.93093 0.28901
5 H 3.46492 -0.56146 2.94540
6 H -3.96152 3.79251 -2.23019
7 H 2.98703 -2.88460 1.72412
8 H 1.86992 -2.93245 0.33373
9 C 2.89730 -0.12672 2.13018
10 H -4.99310 1.29320 -4.19814
11 H 0.42911 0.44538 1.22483
12 H 3.60224 0.22888 1.37500
13 H -5.13289 3.33182 -1.65947
14 H -0.19249 -2.06130 0.89698
15 N -0.22842 -1.30312 0.22667
16 H -4.91845 2.69738 -4.80360
17 C 2.55650 -2.31053 0.90357
18 C 1.86940 -1.09266 1.54733
19 H 1.28087 -1.41379 2.41438
20 H 2.38253 0.76641 2.49143
21 O -5.08599 2.23038 -3.97560
22 C 0.84822 -0.37162 0.64248


Arrangement B

The following is a quantum chemistry calculation of a cluster of 3 separate species, C4H15NO2 in total, from OMol25.

E_LUMO: 0.020 Ha
2S+1: 1
Total charge: 0
Structure (SMILES): CCCNC.O.O

Atoms and positions in Å:
1 H 2.20556 0.89138 1.78824
2 H 0.61084 -3.38190 0.70804
3 C 0.86641 -2.43961 0.31379
4 H -0.31104 -1.66246 -1.44909
5 H 3.17824 -0.20039 2.20530
6 C 0.04700 1.94078 0.64196
7 H 0.53228 2.86944 0.23316
8 H 1.35249 -1.77002 1.06969
9 C -0.40088 -1.73916 -0.37044
10 H 1.58195 -2.60595 -0.51802
11 H -2.53411 1.74186 -1.46559
12 H -1.47947 1.05945 -2.29376
13 O -2.36611 1.37671 -2.28942
14 H 0.78512 0.57769 -0.64328
15 C -0.77814 -0.24588 0.16885
16 H -0.49248 -0.30249 1.18103
17 O 2.41720 -0.06181 1.65815
18 H -0.93748 2.27127 0.93847
19 H 0.41843 1.22665 1.57272
20 H -1.22462 -2.45745 -0.26523
21 N -0.09335 0.89801 -0.39955
22 H -1.84734 -0.15914 0.26033


Relative energies in hartree: arrangement A 0.0000; arrangement B 0.0542


Arrangement A

The following is a quantum chemistry calculation of a structure of composition C5H8MgO5V, from OMol25.

E_LUMO (spin up / spin down): -0.183 / -0.183 Ha
2S+1: 5
Total charge: +1

Atoms and positions in Å:
1 H 1.36881 -1.88397 -0.10472
2 C -2.05721 -1.75603 0.63275
3 O 3.36315 -1.20784 -0.05027
4 H -3.69195 -0.54487 -1.16375
5 O -1.94104 -0.69917 -0.04832
6 C -2.65834 -0.18366 -1.20412
7 O 1.66258 0.16064 -0.02460
8 H -2.90011 -2.43299 0.44036
9 V 4.34319 -2.64343 -0.27257
10 H -2.11201 -0.57467 -2.07038
11 O -1.18441 1.65692 -0.72984
12 H -3.21823 1.69165 -0.31951
13 H -2.79044 1.76401 -2.03973
14 O -0.35526 -0.75302 1.92060
15 C -2.48146 1.33340 -1.06719
16 C -1.36827 -1.65574 1.93938
17 Mg -0.16942 0.66815 0.56514
18 H -1.04787 -2.69764 2.17746
19 H -2.19600 -1.48004 2.66920
20 C 2.12956 -1.00256 0.00595


Arrangement B

The following is a quantum chemistry calculation of a structure of composition C5H8MgO5V, from OMol25.

E_LUMO (spin up / spin down): -0.195 / -0.194 Ha
2S+1: 5
Total charge: +1

Atoms and positions in Å:
1 O 0.56602 0.55562 0.41270
2 H 0.31612 2.14234 -0.87519
3 O 1.34693 -1.50185 1.83097
4 C -0.12818 1.19353 -0.54448
5 H 2.26050 -0.22538 -0.43966
6 O -2.59026 -1.34651 -2.00440
7 O -1.89013 -0.03137 0.31451
8 C -1.66264 -1.23311 -1.18341
9 O -1.16030 -2.14673 -0.48320
10 H 3.28298 -0.76633 1.71094
11 H -1.56835 2.04573 0.82751
12 H 2.47646 1.34889 0.43856
13 C -1.53414 1.29798 0.01687
14 Mg -0.44089 -1.26414 1.21628
15 H -2.17224 1.67979 -0.80234
16 V -2.87340 -1.90949 -3.65743
17 C 1.99311 0.36325 0.44966
18 H 2.13245 0.26069 2.59063
19 H -0.58022 -0.02575 -1.55213
20 C 2.22619 -0.43716 1.73361


Relative energies in hartree: arrangement A 0.0000; arrangement B 0.0730